{
  "formula": "C21H41As3O4SV",
  "method": "ωB97M-V/def2-TZVPD",
  "species": ["V", "C", "C", "O", "C", "C", "O", "C", "C", "O", "C", "C", "O", "H", "H", "H", "H", "H", "H", "H", "H", "H", "H", "H", "H", "H", "H", "H", "H", "C", "As", "C", "C", "C", "C", "C", "C", "C", "As", "C", "C", "H", "H", "H", "H", "H", "H", "H", "H", "H", "H", "H", "H", "H", "H", "H", "H", "C", "As", "C", "C", "S", "H", "H", "H", "H", "H", "H", "H", "H", "H"],
  "positions_angstrom": [[0.165123, 0.191749, 0.020410], [-0.198816, -1.298162, -2.605775], [-0.749751, -2.248552, -1.586103], [-1.254379, -1.426254, -0.505966], [-1.786778, -2.173176, 0.608078], [-0.651003, -2.751532, 1.415775], [0.378776, -1.754615, 1.432184], [1.677930, -2.276268, 1.749534], [2.640788, -1.182218, 1.397167], [2.269990, -0.628970, 0.116776], [2.700628, -1.420875, -1.008790], [2.172160, -0.699487, -2.204886], [0.766449, -0.425202, -1.976853], [-0.976399, -0.640657, -2.980820], [0.254399, -1.822756, -3.445026], [0.010737, -2.928881, -1.198754], [-1.564846, -2.838370, -2.010107], [-2.448832, -2.959320, 0.244258], [-2.379060, -1.462800, 1.178397], [-0.252107, -3.666509, 0.973635], [-0.986400, -2.989085, 2.427149], [1.840996, -3.187648, 1.170891], [1.755122, -2.527068, 2.809511], [3.670118, -1.538467, 1.366037], [2.583833, -0.360684, 2.102951], [2.303830, -2.433803, -0.925613], [3.790240, -1.469295, -1.029638], [2.303892, -1.264208, -3.125830], [2.649471, 0.270602, -2.322780], [0.673623, 0.660700, 3.729904], [-0.579236, 1.011114, 2.293267], [-2.243190, 0.534692, 3.129260], [-0.540999, 2.933600, 2.208342], [-1.378157, 3.739854, 2.964556], [-1.224831, 5.121777, 2.917334], [-0.235107, 5.691512, 2.128655], [0.603198, 4.884046, 1.367967], [0.445520, 3.505387, 1.404979], [1.531065, 2.341622, 0.323336], [1.831546, 3.319683, -1.312645], [3.288997, 2.359582, 1.117276], [0.337571, 1.229681, 4.594192], [1.666830, 1.007595, 3.459432], [0.695201, -0.398570, 3.977543], [-2.292042, 1.059436, 4.080234], [-2.260333, -0.535487, 3.323944], [-3.090549, 0.817673, 2.510422], [-2.144589, 3.319053, 3.602183], [-1.875253, 5.753658, 3.508243], [-0.114296, 6.766508, 2.102659], [1.364551, 5.347836, 0.753792], [0.881953, 3.559521, -1.780049], [2.438033, 2.716851, -1.984461], [2.374484, 4.230061, -1.070980], [3.450383, 3.369627, 1.485734], [4.021364, 2.124714, 0.348949], [3.385383, 1.658266, 1.939971], [-4.544888, 1.977274, -0.338744], [-3.328450, 1.450563, -1.701299], [-3.485579, 2.645484, -3.168565], [-3.779760, -0.306294, -2.280293], [-1.320340, 1.737114, -0.926111], [-5.560764, 1.890086, -0.722128], [-4.328792, 3.010005, -0.075882], [-4.413423, 1.329956, 0.523673], [-4.523001, 2.631204, -3.502478], [-2.826736, 2.316122, -3.967360], [-3.211455, 3.641947, -2.832926], [-4.848781, -0.302215, -2.495203], [-3.562443, -1.020880, -1.492854], [-3.234419, -0.542683, -3.189972]],
  "forces_ev_per_angstrom": [[0.3744, -1.7291, -0.3207], [0.2800, 0.2311, -0.0449], [-0.1993, -0.0421, 0.2086], [0.0673, -0.0400, -0.1133], [-0.0303, 0.0415, -0.2579], [0.0857, 0.0046, 0.0953], [-0.0806, 0.0607, 0.0603], [-0.1625, -0.0693, 0.1274], [0.1777, 0.1230, -0.2451], [-0.0162, 0.0364, 0.0616], [0.1303, -0.0062, 0.2128], [-0.2975, 0.1393, -0.2092], [-0.0055, -0.1048, 0.0085], [-0.0955, 0.0341, -0.0634], [0.0199, -0.0384, 0.0022], [0.0523, -0.0164, -0.0503], [-0.0406, -0.0076, 0.0228], [-0.0263, -0.0329, -0.0016], [0.0187, 0.0813, 0.0498], [-0.0096, -0.0188, -0.0552], [0.0423, -0.0022, 0.0416], [0.0554, -0.0233, -0.0277], [-0.0468, -0.0202, 0.0125], [0.0252, -0.0229, -0.0020], [-0.0506, 0.0294, 0.0439], [-0.0291, -0.0416, -0.0366], [0.0290, 0.0084, 0.0347], [-0.0012, -0.0336, -0.0029], [0.0407, 0.0399, 0.0105], [-0.1196, -0.0030, 0.0661], [0.1518, 0.4365, 0.2701], [-0.0867, -0.0280, -0.0157], [0.0010, -0.0392, 0.1016], [0.0342, 0.1186, 0.0232], [0.0030, 0.0146, -0.0016], [-0.0064, -0.0212, 0.0018], [-0.0905, 0.0532, 0.0874], [0.0372, 0.0884, -0.0279], [-0.1411, 0.3113, -0.1129], [0.0441, 0.0048, 0.0503], [0.0222, -0.0318, 0.0130], [0.0270, -0.0161, 0.0849], [0.0483, 0.0489, 0.0138], [0.0122, -0.0201, 0.0083], [-0.0855, -0.0107, 0.0673], [-0.0248, -0.0246, 0.0367], [-0.0276, 0.0075, -0.0053], [-0.0122, -0.0290, 0.0040], [0.0126, -0.0098, -0.0150], [-0.0064, -0.0160, 0.0042], [0.0208, -0.0126, -0.0175], [-0.0349, 0.0171, -0.0243], [0.0259, 0.0071, -0.0511], [0.0325, 0.0663, -0.0573], [0.1162, 0.0458, 0.0255], [0.0677, -0.0116, -0.0067], [0.0020, 0.0229, 0.0530], [-0.0867, 0.0283, 0.0637], [0.3048, -0.0497, 0.1131], [-0.0719, 0.0294, -0.0837], [-0.1132, -0.1173, -0.0494], [-0.2331, 0.5081, -0.1060], [-0.0367, 0.0191, 0.0264], [-0.0275, 0.0287, 0.0660], [-0.0574, -0.0014, 0.0577], [0.0034, 0.0458, -0.0549], [0.0198, 0.0435, -0.0616], [0.0081, 0.0643, -0.0390], [-0.0075, -0.0547, -0.0257], [-0.0258, -0.0385, -0.0143], [-0.0064, -0.0550, -0.0301]],
  "mulliken_spin": [2.028, 0.001, 0.025, -0.019, 0.015, 0.005, -0.009, -0.010, 0.049, -0.030, 0.020, 0.011, 0.007, -0.001, -0.002, -0.006, 0.001, 0.002, -0.011, 0.000, -0.001, -0.001, 0.001, 0.002, -0.031, -0.003, 0.000, -0.001, -0.006, 0.009, -0.022, 0.003, 0.030, -0.009, 0.000, -0.001, -0.006, 0.008, -0.013, 0.004, 0.000, -0.003, -0.001, 0.001, -0.003, 0.001, -0.002, 0.000, 0.000, 0.000, 0.000, 0.001, 0.000, -0.003, -0.003, 0.000, 0.000, 0.000, 0.009, 0.001, 0.005, -0.040, -0.001, 0.000, -0.001, 0.000, 0.000, -0.001, 0.001, 0.000, 0.000],
  "gap_ev": [7.647, 8.305],
  "spin_multiplicity": 3,
  "total_charge": 3,
  "lumo_energy_ev": [-9.434, -8.787],
  "energy_ha": -9174.3335
}